[1]
DFT (ωB97M-V/def2-TZVPD) results for C21H17FN2O2S in the gas phase.

Properties
E_tot: -42679.4928 eV
Orbital gap: 7.78 eV
Energy relative to the best compared isomer or geometry (same formula, charge and spin): 2.055 eV
SMILES string: CCN(C(=O)c1cc2c(=O)[nH]c3ccc(C)cc3c2s1)c1ccc(F)cc1
Total charge: 0
E_LUMO: -0.40 eV

Geometry as XYZ:
```
44
C21H17FN2O2S ωB97M-V/def2-TZVPD
C -0.9197 0.3082 -2.8355
C -2.0014 0.0125 -1.7691
N -2.3485 1.1671 -0.8411
C -1.5371 1.4786 0.2556
O -1.7671 2.2805 1.0588
C -0.3154 0.7773 0.5546
C 0.8261 1.4431 0.3126
C 2.0543 0.7603 0.7186
C 3.4679 1.0080 0.5276
O 3.7951 2.1611 0.2069
N 4.3934 0.0360 0.6457
C 4.0121 -1.2228 1.1545
C 4.9679 -2.1254 1.7245
C 4.5584 -3.3712 2.2927
C 3.2629 -3.7315 2.2948
C 2.8903 -5.0800 2.8472
C 2.2628 -2.8422 1.9193
C 2.6528 -1.5370 1.3434
C 1.7034 -0.5760 1.0111
S -0.0233 -0.8390 1.1792
C -3.4739 1.9865 -1.2235
C -3.8213 2.2486 -2.6018
C -4.8729 3.1584 -2.9458
C -5.6853 3.6966 -1.9496
F -6.4767 4.6827 -2.3325
C -5.3940 3.4339 -0.6393
C -4.3215 2.5554 -0.2438
H -1.2260 -0.0247 -3.8735
H -0.6815 1.3323 -2.8424
H -0.0113 -0.2514 -2.5551
H -2.9241 -0.2855 -2.3032
H -1.7368 -0.8954 -1.1940
H 0.8511 2.4678 0.1430
H 5.2987 0.2869 0.8059
H 6.0512 -1.9767 1.7459
H 5.2798 -4.1385 2.7269
H 3.6707 -5.2386 3.6649
H 1.9103 -5.3448 3.3196
H 3.0220 -5.7939 2.0693
H 1.2816 -3.2208 1.9811
H -3.2836 1.7896 -3.4272
H -5.2109 3.2203 -3.9580
H -6.0057 3.8920 0.2106
H -4.1750 2.3116 0.8211
```

Löwdin population analysis, charges in e, atoms 1 to 8: -0.079 -0.180 0.024 -0.515 0.155 -0.431 -0.019 -0.082

=====

[2]
DFT (ωB97M-V/def2-TZVPD) results for a molecular structure, C21H17MoN4OS.

Properties
E_tot: -42745.9101 eV
Orbital gap (alpha / beta): 5.96 / 6.87 eV
2S+1: 3
Total charge: +1
E_LUMO (alpha / beta): -5.10 / -4.63 eV

Geometry as XYZ:
```
45
C21H17MoN4OS ωB97M-V/def2-TZVPD
Mo 0.1129 -0.0287 0.3284
N 3.4130 2.9855 0.6435
C 2.2461 2.3174 0.5934
S 2.3960 0.5512 0.5919
N 1.1441 2.9745 0.4929
N 0.0086 2.1725 0.4670
C -1.0755 2.8694 0.5793
C -2.4243 2.3697 0.6706
C -3.4682 3.2874 0.8294
C -4.7723 2.8504 0.9669
C -5.0536 1.4896 0.9441
C -4.0396 0.5569 0.7819
C -2.7352 1.0050 0.6484
O -1.7512 0.0984 0.4719
H 4.2745 2.5049 0.8258
H 3.3930 3.9908 0.6882
H -0.9450 3.9462 0.6439
H -3.2446 4.3461 0.8458
H -5.5713 3.5664 1.0938
H -6.0753 1.1514 1.0498
H -4.2453 -0.5034 0.7539
N 0.6646 -1.7666 0.0144
C 1.3495 -2.7744 -0.3901
C 0.7739 -4.1240 -0.2788
C 1.2024 -5.1434 -1.1322
C 0.6319 -6.4018 -1.0483
C -0.3564 -6.6533 -0.1076
C -0.7827 -5.6452 0.7498
C -0.2267 -4.3839 0.6620
C 2.6878 -2.5813 -0.9825
C 2.8831 -1.6066 -1.9598
C 4.1365 -1.4266 -2.5185
C 5.2036 -2.2030 -2.0864
C 5.0153 -3.1700 -1.1088
C 3.7569 -3.3738 -0.5683
H 1.9663 -4.9445 -1.8717
H 0.9575 -7.1865 -1.7170
H -0.7962 -7.6391 -0.0383
H -1.5458 -5.8485 1.4885
H -0.5474 -3.5967 1.3311
H 2.0457 -1.0068 -2.2963
H 4.2811 -0.6842 -3.2913
H 6.1842 -2.0599 -2.5202
H 5.8485 -3.7720 -0.7736
H 3.6054 -4.1332 0.1876
```

Löwdin population analysis, charges in e, atoms 1 to 8: 1.453 0.096 -0.812 0.645 -0.013 -0.173 -0.042 -0.147

=====

[3]
DFT (ωB97M-V/def2-TZVPD) results for C21H17N3O4 in the gas phase.

Properties
E_tot: -34712.3117 eV
Orbital gap: 8.27 eV
Energy relative to the best compared isomer or geometry (same formula, charge and spin): 0.991 eV
SMILES string: COc1ccc(CC(=O)Nc2cccc(-c3nnc(-c4ccco4)o3)c2)cc1
Total charge: 0
E_LUMO: -0.03 eV

Geometry as XYZ:
```
45
C21H17N3O4 ωB97M-V/def2-TZVPD
C -7.7855 -0.6005 -1.3754
O -6.8770 -1.2291 -0.5047
C -5.7771 -0.5344 -0.1003
C -4.9186 -1.2074 0.7699
C -3.7737 -0.5961 1.2349
C -3.4520 0.7009 0.8470
C -2.2059 1.3748 1.3709
C -1.4816 2.1541 0.2923
O -1.7967 3.2806 -0.0265
N -0.3985 1.5720 -0.3034
C 0.1624 0.2986 -0.1645
C -0.6211 -0.8518 -0.1034
C -0.0226 -2.0943 0.0290
C 1.3517 -2.2160 0.0796
C 2.1417 -1.0700 -0.0186
C 3.5798 -1.1958 0.0104
N 4.2683 -2.2937 0.1306
N 5.5628 -1.9633 0.1111
C 5.6237 -0.6668 -0.0213
C 6.8131 0.1210 -0.0887
C 8.1288 -0.2742 -0.0334
C 8.8885 0.9069 -0.1454
C 7.9878 1.9258 -0.2597
O 6.7333 1.4628 -0.2267
O 4.3919 -0.1144 -0.0915
C 1.5487 0.1821 -0.1413
C -4.3139 1.3696 -0.0088
C -5.4643 0.7644 -0.4852
H -8.5731 -1.3303 -1.5564
H -8.2213 0.2965 -0.9234
H -7.3134 -0.3353 -2.3271
H -5.1738 -2.2118 1.0683
H -3.1241 -1.1321 1.9126
H -1.5416 0.6430 1.8315
H -2.5029 2.1086 2.1265
H 0.1328 2.2218 -0.8720
H -1.6933 -0.7751 -0.1840
H -0.6434 -2.9757 0.0795
H 1.8352 -3.1736 0.1793
H 8.4759 -1.2799 0.0733
H 9.9555 0.9903 -0.1416
H 8.1154 2.9850 -0.3663
H 2.1673 1.0645 -0.2151
H -4.0827 2.3801 -0.3105
H -6.1066 1.3181 -1.1514
```

Löwdin population analysis, charges in e, atoms 1 to 8: -0.092 -0.085 -0.277 0.002 -0.055 -0.243 -0.056 -0.468

=====

[4]
DFT (ωB97M-V/def2-TZVPD) results for a molecular structure, C21H18AlCl3N8O3.

Properties
E_tot: -84290.3043 eV
Orbital gap: 7.46 eV
Energy relative to the best compared isomer or geometry (same formula, charge and spin): 0.780 eV
Total charge: +2
E_LUMO: -6.75 eV

Geometry as XYZ:
```
54
C21H18AlCl3N8O3 ωB97M-V/def2-TZVPD
Al -0.4331 0.1134 -0.5979
N -1.6354 -3.9052 -0.0506
C -1.2530 -2.8189 -0.6931
N -1.3985 -1.6158 -0.2041
C -2.0797 -1.4292 0.9954
N -2.5316 -0.2305 1.2341
N -2.1215 0.6169 0.2931
C -2.7210 1.6732 -0.1104
C -2.1048 2.2860 -1.2762
C -2.5979 3.4085 -1.9357
C -1.9639 3.8448 -3.0933
C -0.8608 3.1440 -3.5603
C -0.4253 2.0316 -2.8545
N -1.0322 1.6153 -1.7498
C -2.3251 -2.5785 1.8302
C -2.7475 -2.5030 3.1618
C -2.8833 -3.6586 3.9035
C -2.6377 -4.9068 3.3317
C -2.2400 -5.0098 2.0115
C -2.0759 -3.8494 1.2651
H -1.5635 -4.8181 -0.4873
H -0.8189 -2.9210 -1.6785
H -3.6505 2.0417 0.3061
H -3.4690 3.9175 -1.5575
H -2.3394 4.7023 -3.6326
H -0.3612 3.4405 -4.4682
H 0.4175 1.4396 -3.1874
H -2.9400 -1.5333 3.5901
H -3.1661 -3.5946 4.9422
H -2.7702 -5.8015 3.9184
H -2.0321 -5.9733 1.5690
Cl 1.8048 -3.1169 -0.5892
C 2.7689 -1.8944 -1.4125
Cl 3.8417 -2.6561 -2.5930
Cl 3.7077 -1.0308 -0.1678
C 1.8730 -0.8178 -2.0898
O 2.3054 -0.1435 -2.9810
O 0.6945 -0.7262 -1.5788
C 1.7461 1.8058 2.9362
N 2.2859 1.9551 1.6016
C 3.4545 2.6112 1.3819
C 3.9608 2.7560 0.1330
C 3.2201 2.1918 -0.9467
N 2.0335 1.6114 -0.6981
C 1.6011 1.4720 0.5284
O 0.4868 0.8534 0.7255
N 3.6341 2.2159 -2.1989
H 2.5350 1.9488 3.6710
H 1.3235 0.8090 3.0460
H 0.9569 2.5407 3.1100
H 3.9573 2.9909 2.2586
H 4.8867 3.2790 -0.0335
H 4.5527 2.5563 -2.4353
H 3.1307 1.6604 -2.8827
```

Löwdin population analysis, charges in e, atoms 1 to 8: 0.076 0.164 -0.125 0.131 -0.214 0.151 -0.025 0.054

=====

[5]
DFT (ωB97M-V/def2-TZVPD) results for a molecular structure, C21H18Br2N3O5Sn.

Properties
E_tot: -182688.8840 eV
Orbital gap: 7.45 eV
Energy relative to the best compared isomer or geometry (same formula, charge and spin): 0.592 eV
Total charge: +1
E_LUMO: -4.47 eV

Geometry as XYZ:
```
50
C21H18Br2N3O5Sn ωB97M-V/def2-TZVPD
Sn -0.0219 -0.3727 -0.0727
O 5.5086 2.6414 0.0630
C 4.4191 1.8713 -0.0163
C 3.8430 1.4875 -1.2325
C 2.6951 0.7317 -1.1900
N 2.1375 0.3569 -0.0472
C 2.6746 0.7207 1.1148
C 3.8235 1.4694 1.1857
C 1.8515 0.3021 2.3121
O 2.3079 0.4157 3.4217
O 0.6741 -0.1646 1.9772
C 1.9059 0.3117 -2.4082
O 2.3876 0.4496 -3.5044
O 0.7295 -0.1788 -2.1063
H 5.8523 2.8579 -0.8122
H 4.2505 1.7751 -2.1940
H 4.2352 1.7509 2.1451
Br -6.8530 0.4726 0.0794
C -5.0056 0.2386 0.0600
C -4.4618 -1.0364 0.0945
C -3.0896 -1.1441 0.0700
N -2.2832 -0.0785 0.0226
C -2.8056 1.1534 -0.0018
C -4.1712 1.3485 0.0114
C -1.8240 2.2737 -0.0271
C -2.2068 3.5993 -0.0096
C -1.2236 4.5779 -0.0039
Br -1.7098 6.3776 0.0255
C 0.1100 4.2102 -0.0175
C 0.4104 2.8631 -0.0452
N -0.5321 1.9149 -0.0504
H -5.0881 -1.9151 0.1373
H -2.6055 -2.1109 0.0901
H -4.6052 2.3362 -0.0155
H -3.2455 3.8914 0.0034
H 0.8980 4.9485 -0.0077
H 1.4387 2.5410 -0.0618
C 0.4802 -5.0444 0.8555
C -0.2909 -3.7950 0.3511
C -1.0732 -4.1068 -0.9172
C 0.7507 -2.7460 0.1658
H -0.2041 -5.8935 0.8552
H 0.8542 -4.8947 1.8669
H 1.3190 -5.2830 0.1988
H -0.9646 -3.5145 1.1637
H -0.3997 -4.2794 -1.7587
H -1.7351 -3.2816 -1.1855
H -1.6814 -5.0014 -0.7876
H 1.1880 -2.6162 -0.8200
H 1.3362 -2.4314 1.0225
```

Löwdin population analysis, charges in e, atoms 1 to 8: 1.482 0.120 -0.261 0.095 -0.185 0.021 -0.175 0.107